# 1
{"formula": "H80O40", "method": "the ωB97M-V functional and the def2-TZVPD basis", "elements": ["H", "H", "O", "H", "H", "O", "H", "H", "O", "H", "H", "O", "H", "H", "O", "H", "O", "H", "O", "H", "H", "O", "H", "H", "O", "H", "H", "O", "H", "H", "O", "H", "O", "H", "H", "O", "H", "H", "O", "H", "H", "O", "H", "H", "O", "H", "H", "O", "H", "H", "O", "H", "O", "H", "H", "O", "H", "O", "H", "H", "O", "H", "H", "O", "H", "H", "O", "H", "H", "O", "H", "H", "O", "H", "H", "O", "H", "H", "O", "H", "H", "O", "H", "H", "O", "H", "H", "O", "H", "O", "H", "H", "O", "H", "H", "H", "H", "H", "H", "O", "H", "H", "O", "H", "H", "O", "H", "H", "O", "H", "H", "O", "H", "H", "O", "H", "H", "O", "H", "H"], "positions_angstrom": [[4.6663, -2.7289, 0.4435], [3.2034, -3.3720, 0.1597], [4.1536, -3.4995, 0.1563], [0.3488, 4.7517, 3.4749], [0.2306, 3.5813, 2.5529], [0.8983, 4.2440, 2.8277], [-1.9803, 1.7286, -4.1134], [-1.2773, 2.7318, -4.8472], [-1.4829, 1.7628, -4.9416], [-4.6926, 2.0997, -0.8352], [-3.7088, 0.9443, -1.2441], [-3.8413, 1.7052, -0.6301], [3.3100, -0.9175, 2.1307], [2.1652, -1.3972, 1.2658], [2.3599, -0.7900, 1.9933], [-4.5301, 0.5220, 3.6677], [-3.7851, 0.6586, 4.2636], [1.8198, -2.0159, 4.3190], [0.8484, -2.2590, 4.5377], [0.2522, -3.4420, 2.2886], [-0.0115, -4.8952, 2.7375], [0.6885, -4.3400, 2.3984], [2.8675, 3.7711, 1.9519], [4.2875, 4.1925, 2.7545], [3.7635, 3.5860, 2.2483], [-1.5588, 0.4822, -1.6947], [-2.2203, 1.8413, -1.7713], [-1.8663, 1.1652, -2.3691], [-3.6015, 3.9026, -0.6558], [-4.5621, 4.9790, -0.6228], [-4.4192, 4.1541, -1.1015], [-1.9093, 4.3369, -2.4280], [-1.5918, 5.0197, -3.0328], [-3.0981, -2.0443, -5.6602], [-4.1761, -2.2858, -4.6628], [-3.3247, -1.8578, -4.7253], [4.2880, 0.7259, -0.7150], [4.2234, -0.3016, -1.7589], [3.8685, -0.1278, -0.8672], [-3.8208, -0.6601, -2.8618], [-4.4743, -1.0066, -1.4724], [-4.3458, -0.2950, -2.1529], [4.5584, 2.9792, -0.2533], [4.0203, 3.5822, -1.6081], [4.4807, 2.8319, -1.2183], [-0.9850, 1.9331, 2.2297], [-1.9788, 2.4796, 1.3754], [-1.4792, 2.7551, 2.1677], [0.2567, 4.3190, -4.2887], [0.0779, 3.1158, -3.2892], [0.3300, 3.3758, -4.1863], [-1.0885, -3.7164, 0.1690], [-0.1954, -3.3898, -0.0174], [0.5494, 1.8993, 1.7110], [1.1416, 0.4976, 1.8409], [0.2994, 0.9713, 1.6743], [2.5432, -1.3376, -1.1085], [1.9702, -1.7268, -1.7824], [-3.6223, -1.4686, 2.7298], [-5.1656, -1.5629, 3.2539], [-4.5465, -1.2048, 2.6289], [1.9082, 2.4217, -0.6660], [1.1295, 3.7621, -0.8947], [1.9734, 3.3187, -1.0404], [-3.4270, -1.6448, 5.2342], [-3.1649, -2.7863, 4.3661], [-3.5183, -2.6240, 5.2314], [2.5150, -3.5928, 3.2754], [3.9861, -3.6079, 2.6260], [3.3596, -3.1579, 3.1777], [-1.2686, 4.5315, -0.3006], [-1.3542, 2.7539, -0.4212], [-1.6483, 3.6470, -0.2197], [1.6264, -0.4077, -4.6647], [1.9165, 0.3980, -3.2781], [2.2250, -0.3017, -3.8830], [0.6082, 6.4843, 0.8999], [0.8586, 5.1225, 1.5497], [0.4077, 5.5650, 0.7550], [-0.5453, -1.5567, 3.8804], [-1.5788, -2.7268, 4.2490], [-1.5024, -1.7176, 4.1410], [-0.2615, -0.1634, -5.2259], [-0.4441, -1.5239, -4.8371], [0.2112, -1.0279, -5.3211], [0.4698, -1.4080, -1.7358], [-0.8619, -1.3443, -2.8013], [-0.5259, -1.2001, -1.8972], [1.4807, -5.1172, -0.8793], [1.9996, -5.1307, -0.0625], [5.3363, -0.0953, 1.4217], [4.6703, -1.0635, 0.2954], [4.9784, -0.9854, 1.2380], [-0.2186, -2.5568, -0.4717], [-3.1732, 0.8144, 3.5356], [2.1336, -1.3628, -2.7175], [0.5851, -2.0662, 5.4922], [-1.5885, 4.5847, -3.8824], [2.5024, -5.9401, -0.2490], [-5.2078, -2.7873, -0.0198], [-5.2303, -2.2002, 0.7795], [-4.8092, -3.3704, 0.6446], [-0.6490, -1.1216, 0.8973], [-0.7680, -0.3376, 1.4885], [-0.5218, -0.8952, -0.0311], [4.6910, -3.3192, -3.5689], [4.8237, -3.7235, -2.6898], [4.0990, -2.6253, -3.2183], [-2.9170, -4.8531, 0.2652], [-2.4055, -4.6457, -0.5196], [-3.3448, -5.6308, -0.1681], [0.0635, -6.7017, 0.9871], [-0.6908, -6.2322, 0.6140], [0.4389, -5.9354, 1.4225], [5.4624, 1.4940, 1.9468], [6.0023, 1.5586, 2.7464], [4.6655, 2.0007, 2.1594], [-1.6112, 6.9811, -0.8404], [-1.1408, 6.4826, -0.1813], [-1.8811, 6.5848, -1.6700]], "forces_ev_per_a": [[-0.6, -0.4, 0.3], [-0.2, 0.0, 0.1], [1.2, -0.1, -0.3], [0.8, -0.4, -0.6], [-0.2, 0.3, -0.1], [-0.8, -0.2, 1.3], [-0.2, -1.2, 0.0], [0.6, -1.6, -1.0], [-0.7, 1.5, 0.1], [0.0, 0.1, -0.1], [-0.9, 0.3, 0.3], [1.0, -0.4, 0.5], [0.4, -0.1, -0.1], [-0.2, 0.0, 0.4], [-0.8, 0.4, -0.2], [-0.6, -0.2, 0.5], [0.0, 0.5, -0.4], [-2.2, -0.4, 1.0], [2.1, 0.7, 1.0], [0.8, -1.5, -0.2], [-0.3, -0.1, 0.6], [-0.5, 1.7, 0.3], [0.3, 1.0, 0.8], [-0.7, 1.0, 0.2], [0.3, -2.0, -0.9], [-0.1, 0.6, -1.6], [-0.7, 0.1, -0.4], [1.1, -0.5, 2.0], [0.3, -0.7, -0.2], [-0.6, 0.3, -0.4], [0.1, 0.9, 0.5], [-0.3, 0.1, 0.1], [0.0, 0.1, 0.5], [0.1, 0.4, 0.7], [-0.5, -0.2, 0.4], [0.5, -0.2, -1.0], [-0.1, 0.6, 0.3], [-0.3, -0.2, 0.1], [0.5, 0.2, -1.5], [0.3, -0.3, -0.4], [0.1, 0.6, -0.9], [-0.6, -1.1, 1.1], [-0.1, 0.4, -0.8], [-0.2, -0.1, 0.4], [0.9, -0.6, 0.7], [0.0, -0.5, 1.1], [-0.4, 1.2, 0.4], [-0.4, -0.8, -0.1], [0.3, 0.6, 0.6], [0.2, 0.4, -0.2], [0.4, -0.5, -0.3], [0.5, 0.9, 0.0], [0.3, -1.9, -0.1], [0.3, 0.0, -0.2], [0.2, -0.7, 0.1], [1.2, 1.2, 0.1], [0.0, 0.3, -0.6], [-0.4, -0.7, -0.3], [-0.4, -0.2, 0.7], [0.4, -0.7, 0.8], [-0.3, 0.3, -2.1], [0.0, 0.5, -0.3], [0.0, 0.0, 0.2], [-0.5, -0.3, 0.3], [-0.1, -0.6, 0.4], [-0.3, -0.5, -0.5], [-0.9, 0.8, 0.6], [-0.2, -1.0, -0.6], [-0.1, -0.7, -0.6], [0.2, 1.4, 1.2], [1.3, -1.0, -0.1], [1.2, 1.1, -0.4], [-2.2, 0.2, -0.3], [0.1, 0.0, 0.9], [-0.1, -0.1, -0.9], [0.6, 0.4, 0.2], [0.2, 0.7, -0.3], [-1.1, 0.4, -1.1], [0.6, -0.5, 0.4], [-1.3, -0.6, 0.4], [1.0, 2.5, -0.1], [0.6, -1.4, -1.0], [0.6, 0.0, -0.6], [0.0, -1.2, 0.2], [-1.3, 1.4, -0.2], [-0.6, 0.1, -1.3], [0.7, -0.1, 0.8], [-0.1, 0.2, 0.3], [-0.4, 0.6, 0.4], [0.5, -0.6, -1.1], [-0.2, -0.1, -0.4], [0.6, 1.1, 1.3], [0.1, -1.2, -0.2], [-0.8, -0.1, -0.3], [0.9, 0.2, 0.5], [0.2, 0.0, 1.1], [1.1, -0.2, -1.9], [-0.3, 0.0, -0.4], [0.2, 0.2, 0.6], [0.3, 0.7, 2.5], [-0.8, 1.5, -1.3], [0.6, -1.8, -1.3], [-0.7, 0.0, 1.4], [0.2, -1.0, -1.6], [-0.4, 0.8, 0.4], [-0.6, 0.5, 1.6], [0.4, -0.5, -0.5], [0.1, -0.1, -0.9], [-0.4, -1.5, -1.1], [0.4, 0.9, -0.3], [-0.2, 0.4, 1.2], [-1.0, -0.2, 0.1], [-0.4, -0.5, -0.3], [1.2, 0.2, -0.1], [0.5, 0.2, 0.4], [0.0, -0.1, -0.2], [-0.2, 0.3, -0.1], [-0.7, 1.7, 0.2], [0.2, -0.9, -0.4], [0.5, -0.8, 0.1]], "lowdin_charge": [0.003, 0.001, -0.055, 0.119, 0.030, -0.047, -0.006, 0.018, -0.092, 0.044, -0.009, -0.095, 0.021, 0.045, -0.054, 0.021, -0.062, 0.088, -0.115, 0.069, 0.046, -0.069, 0.029, 0.062, -0.027, 0.066, 0.005, -0.085, -0.013, 0.053, -0.063, 0.021, -0.034, 0.066, 0.040, -0.051, 0.049, 0.100, -0.049, 0.015, 0.074, -0.042, 0.032, 0.038, -0.067, -0.010, 0.044, -0.059, 0.043, 0.034, -0.050, 0.018, -0.049, 0.037, 0.041, -0.076, 0.018, -0.071, 0.040, 0.058, -0.045, 0.048, 0.017, -0.051, 0.039, -0.024, -0.072, -0.003, 0.028, -0.043, 0.035, 0.043, -0.061, 0.037, 0.074, -0.054, 0.047, 0.007, -0.086, 0.030, 0.079, -0.135, 0.061, 0.030, -0.032, 0.020, 0.056, -0.115, 0.048, -0.069, 0.000, 0.013, -0.117, -0.026, 0.017, 0.025, 0.109, 0.028, 0.068, -0.085, 0.024, 0.011, -0.077, 0.031, -0.006, -0.068, 0.034, 0.007, -0.049, 0.029, 0.085, -0.062, 0.006, -0.031, -0.043, 0.078, 0.014, -0.043, -0.027, 0.007], "e_homo_ev": -10.130, "e_above_lowest_kcal_mol": 213.3, "energy_ev": -83196.566}

---

# 2
{"formula": "C3H8N2OS", "method": "the ωB97M-V functional and the def2-TZVPD basis", "elements": ["N", "C", "C", "S", "C", "N", "O", "H", "H", "H", "H", "H", "H", "H", "H"], "positions_angstrom": [[-1.0297, 1.3365, -0.3069], [-0.6238, -0.0022, 0.0616], [0.6473, -0.2462, 0.6843], [0.9672, 1.0547, 1.9541], [-0.2748, -0.9624, -1.1984], [-0.5947, -0.4044, -2.3797], [-0.0033, -2.1824, -1.1217], [-0.1368, 1.8947, -0.3018], [-0.0148, 0.6218, 2.9684], [-1.6851, 1.5568, 0.3520], [-1.4741, -0.5530, 0.5326], [0.6163, -1.1603, 1.3287], [1.6333, -0.3583, 0.0318], [-1.5217, 0.0440, -2.5348], [0.0108, -0.7212, -3.1481]], "forces_ev_per_a": [[3.3, -1.5, -2.5], [-1.4, -2.8, -3.7], [4.1, -0.1, 3.6], [0.0, 0.0, 0.7], [-3.4, -2.1, 1.0], [0.4, 0.8, -2.3], [0.8, 2.6, 0.3], [-1.8, -0.1, 0.4], [0.6, 0.1, -0.8], [-1.6, 1.7, 2.2], [0.8, 0.6, 0.2], [0.0, 0.4, -0.9], [-2.3, 0.5, 1.1], [1.8, -0.1, 0.4], [-1.3, 0.0, 0.2]], "lowdin_spin": [0.029, 0.077, 0.100, 0.437, 0.017, 0.008, 0.007, 0.018, 0.177, 0.040, 0.039, 0.034, 0.012, 0.005, 0.001], "e_homo_ev": [0.733, -4.790], "charge": -1, "spin_multiplicity": 2, "s2": 0.751, "e_above_lowest_kcal_mol": 42.1, "energy_ev": -19101.289}

---

# 3
{"formula": "C4H6ClF", "method": "the ωB97M-V functional and the def2-TZVPD basis", "elements": ["C", "C", "C", "C", "H", "H", "H", "H", "H", "H", "F", "Cl"], "positions_angstrom": [[-0.9399, 0.8733, -2.1044], [0.1114, 0.3111, -1.0902], [-0.3144, -0.8597, -0.5141], [-0.3470, 0.4072, 0.3401], [-1.9349, 0.6620, -1.6125], [-0.8640, 1.8272, -2.1583], [-0.7737, 0.2497, -2.9844], [1.1861, 0.2648, -1.1514], [-1.3147, -1.2895, -0.6206], [-1.4971, 0.6875, 0.3387], [0.5034, -1.9844, -0.1907], [0.5651, 0.6510, 1.7716]], "forces_ev_per_a": [[0.3, -6.9, 2.0], [0.2, 3.0, -1.4], [-1.9, -5.3, 3.7], [-3.2, -0.6, -0.8], [0.9, 0.0, -0.9], [0.7, 6.3, -1.2], [-0.5, 0.7, -0.4], [0.3, 0.8, -0.8], [0.4, 0.2, -0.6], [2.7, -0.1, 0.9], [-0.2, 1.8, -0.5], [0.3, 0.1, 0.0]], "nbo_charge": [-0.550, -0.290, 0.196, -0.301, 0.198, 0.201, 0.221, 0.256, 0.177, 0.214, -0.357, 0.034], "e_homo_ev": -9.549, "smiles": "C[C@@H]1[C@@H](F)[C@H]1Cl", "e_above_lowest_kcal_mol": 48.1, "energy_ev": -19482.658}

---

# 4
{"formula": "C16H26HfN4O4Se2", "method": "the ωB97M-V functional and the def2-TZVPD basis", "elements": ["Hf", "N", "C", "C", "O", "N", "C", "C", "O", "O", "H", "H", "H", "H", "H", "H", "C", "Se", "C", "C", "Se", "C", "H", "H", "H", "H", "H", "H", "H", "H", "H", "H", "C", "C", "O", "N", "C", "C", "C", "C", "C", "C", "N", "H", "H", "H", "H", "H", "H", "H", "H", "H", "H"], "positions_angstrom": [[-0.2670, -0.2052, 0.1711], [-1.5302, -1.9045, -0.8678], [-1.1353, -3.2727, -0.4227], [0.3002, -3.2617, 0.0881], [1.0018, -4.2402, -0.0168], [0.6544, -2.0553, 0.6336], [2.0220, -1.9841, 1.1659], [2.4324, -0.5277, 1.1100], [3.5312, -0.1208, 0.9061], [1.3434, 0.3026, 1.2451], [-2.5318, -1.7761, -0.7368], [-1.3931, -1.8282, -1.8744], [-1.2330, -3.9990, -1.2261], [-1.7919, -3.5870, 0.3895], [2.7136, -2.5950, 0.5866], [2.0795, -2.3447, 2.1975], [0.0837, 2.5549, 2.9572], [-1.1493, 2.3264, 1.4709], [-2.7467, 1.7758, 2.4563], [-2.5496, 0.5558, 3.3282], [-2.0698, -1.0397, 2.2911], [-0.8155, -1.8412, 3.5482], [-0.3541, 3.2526, 3.6659], [0.9943, 2.9723, 2.5363], [0.3119, 1.5978, 3.4143], [-3.5176, 1.6203, 1.7016], [-3.0415, 2.6296, 3.0653], [-3.4771, 0.3168, 3.8463], [-1.7637, 0.6951, 4.0674], [0.0399, -1.1862, 3.6863], [-0.5046, -2.7906, 3.1213], [-1.3443, -2.0093, 4.4821], [-2.4965, 2.2679, -2.9414], [-1.3023, 1.8840, -2.1394], [-1.3591, 0.9139, -1.3300], [-0.1769, 2.5543, -2.3023], [1.0718, 2.2404, -1.6031], [1.7294, 0.9782, -2.1108], [2.7819, 1.0561, -3.0001], [3.3674, -0.1110, -3.4693], [2.8679, -1.3233, -3.0313], [1.8240, -1.3257, -2.1277], [1.2522, -0.2019, -1.6604], [-3.4025, 2.1170, -2.3596], [-2.5523, 1.6184, -3.8183], [-2.4462, 3.2993, -3.2835], [-0.1709, 3.3193, -2.9608], [0.8876, 2.1723, -0.5276], [1.7463, 3.0812, -1.7414], [3.1492, 2.0241, -3.3132], [4.2004, -0.0686, -4.1580], [3.2890, -2.2620, -3.3618], [1.4475, -2.2642, -1.7478]], "forces_ev_per_a": [[0.2, 0.0, 0.5], [0.0, -0.1, 0.0], [0.0, 0.0, -0.1], [-0.2, -0.1, -0.1], [0.1, 0.0, 0.1], [0.1, 0.0, -0.1], [-0.2, 0.0, 0.0], [0.1, 0.1, 0.1], [-0.1, 0.1, 0.1], [-0.1, -0.1, -0.4], [0.0, 0.0, 0.0], [0.0, 0.0, 0.0], [0.0, 0.0, 0.0], [0.0, 0.0, 0.0], [0.0, 0.0, 0.0], [0.0, 0.0, 0.0], [0.0, 0.0, 0.0], [0.0, -0.1, 0.1], [0.1, 0.0, 0.0], [0.0, -0.1, -0.1], [0.0, 0.1, 0.0], [0.0, 0.0, 0.0], [0.0, 0.0, 0.0], [0.0, 0.0, 0.0], [0.0, 0.0, 0.0], [0.0, 0.0, 0.0], [0.0, 0.0, 0.0], [0.0, 0.0, 0.0], [0.0, 0.0, 0.0], [0.0, 0.0, 0.0], [0.0, 0.0, 0.0], [0.0, 0.0, 0.0], [-0.1, 0.0, -0.1], [0.0, 0.1, 0.0], [0.0, 0.0, 0.0], [0.0, 0.0, 0.0], [0.0, -0.1, 0.0], [0.0, 0.1, 0.0], [0.0, 0.0, 0.0], [0.0, 0.0, 0.0], [0.0, 0.0, 0.0], [0.0, 0.0, 0.0], [0.0, 0.0, 0.0], [0.0, 0.0, 0.0], [0.0, 0.0, 0.0], [0.0, 0.0, 0.0], [0.0, 0.0, 0.0], [0.0, 0.1, 0.0], [0.0, 0.0, 0.0], [0.0, 0.0, 0.0], [0.0, 0.0, 0.0], [0.0, 0.0, 0.0], [0.0, 0.0, 0.0]], "nbo_charge": [2.124, -0.903, -0.320, 0.645, -0.556, -0.868, -0.349, 0.793, -0.510, -0.911, 0.419, 0.414, 0.250, 0.240, 0.259, 0.242, -0.755, 0.379, -0.559, -0.552, 0.366, -0.736, 0.251, 0.262, 0.233, 0.243, 0.267, 0.266, 0.241, 0.235, 0.255, 0.257, -0.705, 0.752, -0.782, -0.532, -0.259, 0.214, -0.213, -0.092, -0.207, 0.070, -0.582, 0.265, 0.275, 0.254, 0.439, 0.232, 0.265, 0.246, 0.257, 0.261, 0.226], "e_homo_ev": -15.003, "charge": 2, "e_above_lowest_kcal_mol": 0.7, "energy_ev": -163155.635}

---

# 5
{"formula": "CH3ClOS", "method": "the ωB97M-V functional and the def2-TZVPD basis", "elements": ["C", "O", "S", "Cl", "H", "H", "H"], "positions_angstrom": [[1.1116, 0.5916, -0.8776], [0.8472, -0.1250, -1.8023], [-1.7236, -0.7255, 1.8214], [-2.1750, -0.1157, -0.0313], [0.4929, 1.2323, -0.2767], [2.1441, 0.7797, -0.3867], [-0.6972, -1.6374, 1.5532]], "forces_ev_per_a": [[2.2, 0.2, 0.8], [0.1, 0.5, 0.6], [0.9, -0.9, 0.5], [0.0, 0.0, -0.5], [-1.8, 0.2, -0.2], [-0.4, -1.0, -1.3], [-1.0, 0.9, 0.0]], "nbo_charge": [0.294, -0.484, 0.005, -0.141, 0.107, 0.080, 0.138], "e_homo_ev": -9.559, "smiles": "C=O.SCl", "e_above_lowest_kcal_mol": 19.4, "energy_ev": -26489.191}